# 1
Molecular formula: C4H9NO
Method: DFT, ωB97M-V/def2-TZVPD

Each line ends with the natural charge from an NBO analysis.
Atoms and positions in Å:
C: 2.1060 0.2892 0.1569  -0.611
C: 0.7500 0.9670 0.0196  -0.255
N: -0.0232 0.6996 1.2546  -0.427
C: -0.7592 -0.3183 1.1555  0.382
O: -0.8067 -1.0567 0.0082  -0.561
C: -1.8859 -0.7571 -0.8580  -0.260
H: 1.9941 -0.8004 0.1293  0.209
H: 2.7821 0.5679 -0.6576  0.208
H: 2.5524 0.5697 1.1137  0.213
H: 0.2850 0.6081 -0.9082  0.184
H: 0.8446 2.0462 -0.0870  0.195
H: -1.3702 -0.7304 1.9627  0.164
H: -2.7173 -1.4242 -0.6265  0.181
H: -1.5264 -0.9477 -1.8710  0.196
H: -2.2254 0.2871 -0.7923  0.183

Values from the calculation:
energy above the lowest of the compared OMol25 structures with the same formula, charge and spin = 47.0 kcal/mol
HOMO energy = -10.10 eV
strongest force on any atom = 0.72 eV/Å
orbital gap = 11.050 eV
structure (SMILES) = CC/N=C\OC

# 2
Molecular formula: C4H9NO
Method: DFT, ωB97M-V/def2-TZVPD

Each line ends with the natural charge from an NBO analysis.
Atoms and positions in Å:
C: -0.3312 -2.0372 -0.2925  -0.625
C: 0.1967 -1.6623 -1.5532  0.049
N: 0.7481 -0.3921 -1.8497  -0.849
H: -0.0340 -1.6253 0.7015  0.217
H: -1.2689 -2.6326 -0.3819  0.208
H: 0.3151 -2.2988 -2.4496  0.185
H: 0.6366 0.4875 -1.2772  0.423
H: 1.2391 -0.2632 -2.8545  0.388
C: -1.0777 0.8943 1.5455  -0.494
C: 0.1753 1.4006 1.5650  0.123
O: 0.6844 2.1649 0.4388  -0.726
H: -1.6625 1.1163 2.4618  0.220
H: -1.5913 0.3953 0.6682  0.230
H: 0.6437 1.6434 2.4932  0.165
H: 1.3265 2.8091 0.7844  0.485

Values from the calculation:
energy above the lowest of the compared OMol25 structures with the same formula, charge and spin = 108.5 kcal/mol
HOMO energy = -7.39 eV
strongest force on any atom = 3.98 eV/Å
orbital gap = 7.997 eV
structure (SMILES) = C=CN.C=CO

# 3
Molecular formula: C4H9NO
Method: DFT, ωB97M-V/def2-TZVPD

Each line ends with the natural charge from an NBO analysis.
Atoms and positions in Å:
O: 0.4687 -2.3959 1.3185  -0.556
C: 0.3116 -1.1998 1.0288  0.389
C: 1.2151 -0.0830 0.5510  -0.335
C: -0.6210 -0.5615 -0.9141  -0.451
C: -1.2104 0.8552 -1.0533  -0.671
N: 1.3219 0.8678 1.6418  -0.585
H: -0.5424 -0.6336 1.4459  0.097
H: 1.9622 -0.4680 -0.2405  0.250
H: -0.3357 -0.9283 -1.9213  0.202
H: -1.5314 -1.2393 -0.7026  0.216
H: -0.3534 1.5997 -1.2297  0.187
H: -1.6375 1.2031 -0.1074  0.212
H: -1.7818 0.9506 -1.9601  0.230
H: 0.4890 0.7568 0.4810  0.447
H: 2.2451 1.2762 1.6619  0.367

Values from the calculation:
energy above the lowest of the compared OMol25 structures with the same formula, charge and spin = 211.4 kcal/mol
HOMO energy = -8.14 eV
strongest force on any atom = 6.20 eV/Å
orbital gap = 6.153 eV

# 4
Molecular formula: C4H9NO
Method: DFT, ωB97M-V/def2-TZVPD

Each line ends with the natural charge from an NBO analysis.
Atoms and positions in Å:
C: -2.2070 0.0287 0.9456  -0.715
C: -1.1136 -1.0160 0.8793  -0.430
C: 0.1547 -0.0814 -0.0450  0.658
O: -0.2486 1.0435 -0.3177  -0.641
N: 1.4312 -0.2952 -0.5074  -0.624
C: 2.1233 0.8017 -1.2252  -0.410
H: -1.6209 0.8299 0.3669  0.301
H: -3.1247 -0.1903 0.3874  0.208
H: -2.4391 0.4257 1.9412  0.208
H: -0.7268 -1.3180 1.8615  0.215
H: -1.3955 -1.9238 0.3292  0.215
H: 1.9322 -1.1567 -0.3987  0.395
H: 3.1468 0.4976 -1.4773  0.199
H: 1.6051 1.0722 -2.1542  0.208
H: 2.1772 1.7109 -0.6143  0.212

Values from the calculation:
energy above the lowest of the compared OMol25 structures with the same formula, charge and spin = 50.8 kcal/mol
HOMO energy = -9.44 eV
strongest force on any atom = 2.13 eV/Å
orbital gap = 10.391 eV
structure (SMILES) = CCC(=O)NC

# 5
Molecular formula: C4H9NO
Method: DFT, ωB97M-V/def2-TZVPD

Each line ends with the natural charge from an NBO analysis.
Atoms and positions in Å:
C: -0.1356 -1.6068 1.0028  -0.613
C: 0.4660 -1.3692 -0.3789  -0.238
N: -0.2256 -0.3183 -1.1191  -0.633
C: 0.1225 0.9892 -1.1141  0.376
O: 1.1381 1.2814 -0.3485  -0.570
C: -0.2378 2.3089 0.0849  -0.381
H: 0.3939 -2.4117 1.5251  0.212
H: -1.1941 -1.8815 0.9330  0.202
H: -0.0548 -0.6966 1.6059  0.211
H: 1.5112 -1.0639 -0.2820  0.217
H: 0.4394 -2.2857 -0.9784  0.194
H: -0.9988 -0.5764 -1.7115  0.393
H: -1.2733 1.9904 0.2381  0.210
H: -0.1765 3.2001 -0.5278  0.229
H: 0.2255 2.4401 1.0707  0.194

Values from the calculation:
energy above the lowest of the compared OMol25 structures with the same formula, charge and spin = 110.4 kcal/mol
HOMO energy = -7.75 eV
strongest force on any atom = 0.67 eV/Å
orbital gap = 8.640 eV

# 6
Molecular formula: C4H9NO
Method: DFT, ωB97M-V/def2-TZVPD

Each line ends with the natural charge from an NBO analysis.
Atoms and positions in Å:
C: 2.3770 1.0721 0.6289  -0.675
C: 1.2076 0.3447 0.0434  0.139
N: 0.2396 -0.0719 0.7490  -0.431
C: -0.4964 -1.1546 0.1202  0.082
O: -1.8763 -1.1378 0.2596  -0.532
C: -2.5559 -0.0454 -0.3183  -0.255
H: 2.0815 1.9027 1.2720  0.237
H: 2.9127 0.3483 1.2546  0.235
H: 3.0668 1.4163 -0.1450  0.215
H: 1.2819 0.0715 -1.0236  0.138
H: -0.1871 -1.2550 -0.9410  0.123
H: -0.1727 -2.0543 0.6528  0.188
H: -3.3530 -0.4261 -0.9704  0.181
H: -1.8920 0.5991 -0.9102  0.171
H: -3.0074 0.5578 0.4782  0.184

Values from the calculation:
energy above the lowest of the compared OMol25 structures with the same formula, charge and spin = 50.3 kcal/mol
HOMO energy = -9.50 eV
strongest force on any atom = 0.46 eV/Å
orbital gap = 10.599 eV
structure (SMILES) = C/C=N/COC

Q: Among the records above, which one has the highest orbital gap?
A: number 1

Q: What is the formula in the fifth record?
A: C4H9NO

Q: Number 4 is which compound?
A: C4H9NO